No. 1
DFT (wB97M-V/def2-TZVPD) results for a single C5H6O molecule in a non-equilibrium geometry.

Geometry (Å):
C  -1.01867  0.94538  -0.03252
C  0.29703  0.64333  0.60249
C  0.47978  -1.55264  -0.10055
O  0.05767  -0.94395  -1.23406
C  -0.08314  0.42468  -1.03915
C  0.68959  -0.72591  0.92807
H  -1.09048  2.02373  -0.18591
H  -1.95367  0.46217  0.21639
H  0.68691  1.41624  1.27275
H  0.68802  -2.60700  -0.21548
H  -0.01535  0.90676  -2.01846
H  1.26231  -0.99280  1.80643

As for the spin multiplicity: 1. As for the SMILES: C1=C[C@@H]2C[C@@H]2O1. As for the HOMO energy: -8.48 eV.

No. 2
DFT (wB97M-V/def2-TZVPD) results for 11 unconnected molecules or ions with the total composition C31H56N11O13 in a non-equilibrium geometry.

Geometry (Å):
C  -1.74418  -1.69097  0.87763
C  -0.27118  -1.10797  0.61763
C  0.56082  -2.22197  -0.03837
C  1.90282  -1.76097  -0.74837
C  1.57182  -0.71897  -1.77537
C  0.83882  0.52403  -1.10637
N  -0.27218  0.11303  -0.24737
O  -1.24918  0.78603  -0.03137
C  0.32882  1.51703  -2.09437
C  1.93582  1.43703  -0.23637
C  0.41082  -0.70297  2.03263
H  -2.28118  -1.05397  1.50263
H  -1.66818  -2.51197  1.49663
H  -2.13118  -1.90797  -0.01237
H  0.08282  -2.51997  -0.93637
H  0.64882  -3.12497  0.45963
H  2.05582  -2.84197  -1.14937
H  2.66882  -1.33597  0.08863
H  0.86182  -1.02797  -2.35437
H  2.33582  -0.56197  -2.63037
H  -0.09818  2.43403  -1.83537
H  -0.45818  0.93103  -2.71337
H  0.97282  1.50103  -2.95137
H  2.67382  1.92603  -0.96137
H  2.28882  0.73303  0.56063
H  1.47582  2.18503  0.24763
H  0.12682  -1.55497  2.64463
H  0.06382  0.21503  2.34263
H  1.53682  -0.78197  1.84763
N  -0.86118  4.83003  -0.98637
C  -0.53018  5.15903  -2.33437
C  0.96682  5.14203  -2.46437
C  1.49482  4.90403  -0.98437
C  0.22982  4.82803  -0.15037
H  -1.75218  4.59203  -0.59137
H  -1.38318  5.16803  -3.01937
H  1.50582  5.58403  -3.35237
H  2.48382  4.98203  -0.88137
H  0.11682  5.00203  0.93163
N  -4.52518  5.24403  -0.55437
C  -3.97418  5.04403  0.66463
C  -3.42418  3.61703  0.65963
C  -3.81218  3.07603  -0.72237
C  -4.44318  4.26103  -1.54937
H  -4.85618  6.27903  -0.68537
H  -4.12918  5.62003  1.50663
H  -3.11018  2.86703  1.43663
H  -3.60718  2.15003  -1.12137
H  -4.70318  4.44303  -2.45337
N  0.43482  -6.08697  0.45063
C  1.69082  -5.47997  0.64563
C  1.80682  -5.21897  2.11663
C  0.50082  -5.53397  2.72263
C  -0.38318  -6.03197  1.51763
H  0.18782  -6.37997  -0.44537
H  2.27582  -5.26497  -0.10237
H  2.60782  -4.83797  2.43263
H  0.23882  -5.32197  3.74263
H  -1.27918  -6.30197  1.65463
N  6.24082  1.05203  3.72563
C  5.97882  0.01503  4.61463
C  4.48582  -0.26897  4.32563
C  3.93782  0.90703  3.68163
C  5.11582  1.76803  3.18763
H  7.10182  1.60503  3.53363
H  6.85282  -0.58897  5.08163
H  4.01882  -1.18297  4.63463
H  2.86882  1.18203  3.56863
H  5.23182  2.48903  2.68663
C  -5.55918  -3.49997  -0.26937
N  -5.56518  -4.94497  -0.41737
O  -4.51118  -5.56997  -0.18737
O  -6.70018  -5.56197  -0.41337
H  -5.40018  -3.28997  -1.41637
H  -4.71018  -3.31597  0.25063
H  -6.36218  -3.05897  -0.07937
C  0.33782  -0.33197  6.50763
N  -0.20118  0.90703  6.01863
O  -1.08818  1.53303  6.63063
O  0.34282  1.44303  4.99863
H  0.82182  -0.50797  7.42863
H  1.00582  -0.61297  5.82363
H  -0.43218  -1.09097  6.58463
C  1.75382  -4.86797  -4.90837
N  1.38382  -3.72197  -4.04537
O  1.19382  -2.73897  -4.70537
O  0.81282  -4.01697  -2.92437
H  1.11482  -4.63697  -5.71737
H  1.53382  -5.72697  -4.43737
H  2.73382  -4.56297  -5.23937
C  -0.21618  4.20703  4.27863
N  1.10582  4.04703  3.73463
O  1.15382  3.46903  2.74963
O  1.94782  4.31403  4.45463
H  -1.01018  3.53303  3.71163
H  -0.49018  5.29503  4.41963
H  -0.21318  3.85303  5.25263
C  -3.81318  -0.02297  -3.93237
N  -2.98218  -0.92497  -3.04537
O  -1.91218  -1.14897  -3.32237
O  -3.58718  -1.64197  -2.26037
H  -4.37118  -0.59597  -4.78537
H  -3.12218  0.73203  -4.51837
H  -4.72318  0.31303  -3.31537
C  1.20282  0.28703  -6.14837
N  2.63482  0.55603  -6.16337
O  3.15182  0.14003  -7.15537
O  3.32482  0.99603  -5.19937
H  0.89882  0.79603  -6.91637
H  0.76782  0.72903  -5.13237
H  0.97782  -0.94297  -6.20937

As for the spin multiplicity: 1. The total charge is +1. As for the HOMO energy: -9.49 eV.

For the records above, the corresponding HOMO-LUMO gap values read 9.6; 4.4 eV.
For the records above, the corresponding relative energy (zero: lowest compared OMol25 entry of this formula, charge and spin) values read 210.21; 314.03 kJ/mol.